--- 1 ---
# C3H5NO

A structure of composition C3H5NO (the ωB97M-V functional and the def2-TZVPD basis, the OMol25 dataset).

Computed properties:
HOMO level (alpha / beta), eV: -7.718 / -7.514
Charge: 0
LUMO (alpha / beta), eV: 0.44 / 0.44
Molar mass, g mol⁻¹: 71.08

Last column: natural (NBO) charge in e.
Atoms and positions in Å:
C (0.045, -0.824, -0.466)  0.2665
C (-0.829, -0.700, 1.287)  -0.2466
C (0.816, 0.359, -0.955)  -0.1717
N (-0.644, -1.657, 0.220)  -0.4280
O (0.437, 1.679, -0.567)  -0.7100
H (-0.240, -0.613, 2.127)  0.1791
H (-1.718, -0.184, 1.289)  0.1651
H (0.714, 0.108, -2.063)  0.2159
H (1.839, -0.018, -0.563)  0.2415
H (-0.420, 1.850, -0.308)  0.4881

--- 2 ---
# C3H5NO

An isolated molecule of C3H5NO (the ωB97M-V functional and the def2-TZVPD basis, the OMol25 dataset).

Computed properties:
SMILES: O=CN1CC1
HOMO level, eV: -9.447
Charge: 0
LUMO, eV: 0.92
Molar mass, g mol⁻¹: 71.08

Last column: natural (NBO) charge in e.
Atoms and positions in Å:
O (-2.489, -0.457, -0.049)  -0.5583
C (-1.593, 0.274, -0.053)  0.5504
N (-0.254, -0.133, -0.203)  -0.4983
C (0.911, 0.642, -0.060)  -0.2122
C (0.954, -0.944, -0.010)  -0.2293
H (-1.828, 1.389, 0.232)  0.1127
H (1.348, 1.096, -0.907)  0.1955
H (0.974, 1.102, 0.903)  0.1925
H (1.071, -1.475, 1.077)  0.2147
H (0.906, -1.493, -0.931)  0.2324

It comes down to 2, which is 289.0 kJ/mol more stable than the next structure.

--- 1 ---
# C3H5NO

A cluster of 2 separate species, C3H5NO in total (the ωB97M-V functional and the def2-TZVPD basis, the OMol25 dataset).

Computed properties:
SMILES: CC=O.C#N
HOMO level, eV: -10.109
Charge: 0
LUMO, eV: 0.96
Molar mass, g mol⁻¹: 71.08

Last column: natural (NBO) charge in e.
Atoms and positions in Å:
C (-0.086, -0.247, 1.129)  -0.6711
C (0.983, -0.143, 0.137)  0.4054
O (0.942, -0.596, -0.988)  -0.5851
H (0.633, -1.110, 1.372)  0.2540
H (-1.054, -0.667, 0.842)  0.2545
H (-0.120, 0.476, 1.959)  0.2447
H (1.924, 0.237, 0.568)  0.1217
C (-1.019, 0.624, -1.642)  0.1086
N (-1.763, 1.035, -0.848)  -0.3732
H (-0.466, 0.397, -2.513)  0.2406

--- 2 ---
# C3H5NO

A cluster of 2 separate species, C3H5NO in total (the ωB97M-V functional and the def2-TZVPD basis, the OMol25 dataset).

Computed properties:
HOMO level, eV: -7.808
Charge: 0
LUMO, eV: 0.94
Molar mass, g mol⁻¹: 71.08

Last column: natural (NBO) charge in e.
Atoms and positions in Å:
O (-1.977, 1.064, -1.246)  -0.5556
C (-1.087, 0.352, -1.053)  0.4702
C (-0.505, -0.915, 0.597)  -0.3180
N (0.490, 0.009, 0.699)  -0.4844
C (1.042, 0.507, -0.437)  -0.3049
H (-1.071, -1.101, 1.508)  0.2004
H (-0.309, -1.775, -0.034)  0.1974
H (0.399, 0.668, 1.463)  0.3993
H (1.653, 1.399, -0.315)  0.1988
H (1.367, -0.210, -1.183)  0.1968

--- 3 ---
# C3H5NO

An isolated molecule of C3H5NO (the ωB97M-V functional and the def2-TZVPD basis, the OMol25 dataset).

Computed properties:
SMILES: C1=NCCO1
HOMO level, eV: -9.593
Charge: 0
LUMO, eV: 1.01
Molar mass, g mol⁻¹: 71.08

Last column: natural (NBO) charge in e.
Atoms and positions in Å:
C (1.428, -0.004, -0.207)  0.3749
N (0.861, 1.086, 0.100)  -0.4671
C (-0.579, 0.806, 0.128)  -0.2868
C (-0.657, -0.745, -0.049)  -0.1040
O (0.684, -1.115, -0.411)  -0.4928
H (2.494, -0.165, -0.337)  0.1879
H (-1.046, 1.544, -0.543)  0.2102
H (-0.991, 0.989, 1.118)  0.2004
H (-0.839, -1.172, 0.942)  0.1763
H (-1.356, -1.223, -0.741)  0.2010

--- 4 ---
# C3H5NO

An isolated molecule of C3H5NO (the ωB97M-V functional and the def2-TZVPD basis, the OMol25 dataset).

Computed properties:
SMILES: N#CCCO
HOMO level, eV: -10.850
Charge: 0
LUMO, eV: 0.80
Molar mass, g mol⁻¹: 71.08

Last column: natural (NBO) charge in e.
Atoms and positions in Å:
N (-1.865, 1.522, 0.216)  -0.3361
C (-1.351, 0.532, -0.093)  0.2843
C (-0.499, -0.619, -0.394)  -0.5399
C (0.881, -0.306, 0.236)  -0.0449
O (1.210, 1.049, 0.086)  -0.7074
H (-0.949, -1.529, 0.016)  0.2528
H (-0.421, -0.732, -1.480)  0.2528
H (1.656, -0.878, -0.283)  0.1925
H (0.878, -0.622, 1.290)  0.1650
H (0.460, 1.583, 0.405)  0.4809

It comes down to 4, which is 16.7 kJ/mol more stable than the next structure.

--- 1 ---
# C3H5NO

A structure of composition C3H5NO (the ωB97M-V functional and the def2-TZVPD basis, the OMol25 dataset).

Computed properties:
HOMO level, eV: -9.146
Charge: 0
LUMO, eV: 0.04
Molar mass, g mol⁻¹: 71.08

Last column: natural (NBO) charge in e.
Atoms and positions in Å:
O (2.258, -1.295, -0.140)  -0.5128
C (1.424, -0.464, -0.360)  0.4501
N (-0.019, 0.578, 0.907)  -0.4928
C (-1.125, 1.025, 0.450)  0.0652
C (-0.033, -0.643, 0.024)  -0.3324
H (1.650, 0.535, -0.800)  0.1223
H (-2.039, 0.412, 0.498)  0.1296
H (-1.189, 1.938, -0.130)  0.1625
H (-0.574, -0.522, -0.949)  0.1867
H (-0.352, -1.564, 0.500)  0.2215

--- 2 ---
# C3H5NO

An isolated molecule of C3H5NO (the ωB97M-V functional and the def2-TZVPD basis, the OMol25 dataset).

Computed properties:
SMILES: O=C1CCN1
HOMO level, eV: -9.816
Charge: 0
LUMO, eV: 0.99
Molar mass, g mol⁻¹: 71.08

Last column: natural (NBO) charge in e.
Atoms and positions in Å:
O (2.369, -0.057, 0.000)  -0.5862
C (1.161, -0.063, -0.040)  0.6884
C (0.010, 0.996, -0.030)  -0.5100
C (-0.946, -0.230, 0.004)  -0.2081
N (0.250, -1.084, -0.066)  -0.6270
H (0.031, 1.583, 0.876)  0.2287
H (-0.053, 1.635, -0.906)  0.2304
H (-1.626, -0.362, -0.856)  0.1904
H (-1.545, -0.331, 0.935)  0.1884
H (0.349, -2.089, 0.082)  0.4050

It comes down to 2, which is 331.7 kJ/mol more stable than the next structure.

--- 1 ---
# C3H5NO

An isolated molecule of C3H5NO (the ωB97M-V functional and the def2-TZVPD basis, the OMol25 dataset).

Computed properties:
HOMO level, eV: -8.567
Charge: 0
LUMO, eV: 0.59
Molar mass, g mol⁻¹: 71.08

Last column: natural (NBO) charge in e.
Atoms and positions in Å:
O (-0.822, -0.759, 0.489)  -0.4709
C (-1.992, -0.345, 0.095)  0.0765
C (0.017, -0.008, -0.487)  0.1915
C (0.983, 0.840, 0.191)  -0.2869
N (1.358, -0.439, -0.447)  -0.5914
H (-2.780, -0.969, 0.524)  0.0733
H (-0.422, 0.226, -1.466)  0.2273
H (1.393, 1.722, -0.287)  0.2106
H (0.862, 0.883, 1.268)  0.2054
H (1.415, -1.193, 0.228)  0.3646

--- 2 ---
# C3H5NO

A cluster of 3 separate species, C3H5NO in total (the ωB97M-V functional and the def2-TZVPD basis, the OMol25 dataset).

Computed properties:
HOMO level (alpha / beta), eV: -7.586 / -7.848
Charge: 0
LUMO (alpha / beta), eV: 0.32 / 0.42
Molar mass, g mol⁻¹: 71.08

Last column: natural (NBO) charge in e.
Atoms and positions in Å:
C (0.930, -0.063, -1.412)  -0.7475
C (0.709, 0.099, 0.066)  0.6569
C (-1.221, -0.029, 1.436)  0.0180
N (-1.417, 0.251, 0.306)  -0.3604
O (1.553, 0.190, 0.898)  -0.5134
H (-2.799, 0.142, 1.702)  -0.0155
H (-0.673, -0.311, 2.324)  0.2250
H (0.269, -0.841, -1.792)  0.2496
H (1.972, -0.317, -1.626)  0.2295
H (0.677, 0.878, -1.901)  0.2578

--- 3 ---
# C3H5NO

An isolated molecule of C3H5NO (the ωB97M-V functional and the def2-TZVPD basis, the OMol25 dataset).

Computed properties:
HOMO level (alpha / beta), eV: -9.326 / -9.322
Charge: 0
LUMO (alpha / beta), eV: -0.95 / -0.95
Molar mass, g mol⁻¹: 71.08

Last column: natural (NBO) charge in e.
Atoms and positions in Å:
O (2.086, 0.310, 0.145)  -0.5892
C (0.945, 0.014, -0.135)  0.6968
C (-0.280, 0.805, 0.405)  -0.6990
C (-1.454, -0.097, 0.435)  -0.0330
N (0.547, -1.012, -0.916)  -0.8312
H (0.018, 1.348, 1.309)  0.2236
H (-0.493, 1.538, -0.396)  0.2940
H (-1.948, -0.072, 1.426)  0.1124
H (-0.443, -1.202, -0.917)  0.4215
H (1.204, -1.674, -1.286)  0.4041

--- 4 ---
# C3H5NO

A cluster of 2 separate species, C3H5NO in total (the ωB97M-V functional and the def2-TZVPD basis, the OMol25 dataset).

Computed properties:
HOMO level (alpha / beta), eV: -9.464 / -8.759
Charge: 0
LUMO (alpha / beta), eV: 0.07 / -1.98
Molar mass, g mol⁻¹: 71.08

Last column: natural (NBO) charge in e.
Atoms and positions in Å:
C (-2.013, 0.881, 0.038)  -0.5041
C (1.066, -1.128, 0.118)  -0.2474
C (0.515, -0.214, -0.913)  0.1102
N (1.557, 0.272, -0.399)  0.1124
O (2.488, 0.972, -0.110)  -0.3605
H (-1.082, 1.381, -0.270)  0.1861
H (-1.729, 0.034, 0.664)  0.1460
H (1.705, -1.972, 0.010)  0.1951
H (0.540, -1.202, 1.061)  0.1807
H (-3.048, 0.975, -0.200)  0.1816

It comes down to 3, which is 143.4 kJ/mol more stable than the next structure.

--- 1 ---
# C3H5NO

A structure of composition C3H5NO (the ωB97M-V functional and the def2-TZVPD basis, the OMol25 dataset).

Computed properties:
HOMO level, eV: -8.774
Charge: 0
LUMO, eV: -0.05
Molar mass, g mol⁻¹: 71.08

Last column: natural (NBO) charge in e.
Atoms and positions in Å:
O (-1.427, -0.639, 1.597)  -0.4643
C (-0.475, -0.417, 0.914)  0.4991
C (0.243, -1.213, -0.220)  -0.3512
N (1.010, 0.038, -0.291)  -0.5371
C (0.524, 0.779, 0.696)  0.0291
H (0.836, -2.077, 0.101)  0.2129
H (-0.355, -1.456, -1.105)  0.2126
H (1.764, 0.288, -0.922)  0.4100
H (-0.769, 2.337, -0.150)  0.0110
H (-1.351, 2.360, -0.619)  -0.0221

--- 2 ---
# C3H5NO

An isolated molecule of C3H5NO (the ωB97M-V functional and the def2-TZVPD basis, the OMol25 dataset).

Computed properties:
SMILES: O=CN1CC1
HOMO level, eV: -10.240
Charge: 0
LUMO, eV: 0.88
Molar mass, g mol⁻¹: 71.08

Last column: natural (NBO) charge in e.
Atoms and positions in Å:
O (-2.391, -0.960, 0.352)  -0.5246
C (-1.283, -0.356, 0.293)  0.4697
N (-0.200, -0.747, -0.630)  -0.3910
C (1.108, -0.221, 0.080)  -0.2757
C (0.387, 0.577, -0.825)  -0.2453
H (-1.197, 0.292, 1.224)  0.1367
H (0.923, 0.174, 1.078)  0.1830
H (1.979, -0.972, 0.234)  0.2531
H (-0.132, 1.320, -0.169)  0.1879
H (0.806, 0.892, -1.636)  0.2062

It comes down to 2, which is 63.1 kJ/mol more stable than the next structure.

--- 1 ---
# C6H12N3O

The ion C6H12N3O with charge +1 (the ωB97M-V functional and the def2-TZVPD basis, the OMol25 dataset).

Computed properties:
HOMO level (alpha / beta), eV: -11.324 / -11.323
Charge: +1
LUMO (alpha / beta), eV: -4.16 / -4.16
Molar mass, g mol⁻¹: 142.18

Last column: natural (NBO) charge in e.
Atoms and positions in Å:
C (-1.151, 1.499, 0.305)  0.2751
C (1.006, 1.098, -0.541)  0.1320
C (2.224, 1.541, -0.574)  -0.3270
C (0.610, -0.007, -1.488)  -0.5701
C (1.106, -0.976, -0.640)  0.4695
C (0.940, -2.100, 1.412)  -0.2894
N (0.094, 1.655, 0.276)  -0.5527
N (-1.746, 0.339, -0.007)  -0.5378
N (-3.192, 0.250, 0.090)  -0.5411
O (0.336, -1.608, 0.212)  -0.3987
H (-1.657, 2.250, 0.893)  0.1609
H (2.662, 2.362, 0.066)  0.2509
H (2.960, 0.982, -1.140)  0.1878
H (-0.510, -0.142, -1.727)  0.3130
H (1.273, 0.200, -2.450)  0.2875
H (2.179, -1.082, -0.444)  0.2075
H (0.305, -2.822, 1.926)  0.2283
H (1.118, -1.392, 2.289)  0.2269
H (1.892, -2.556, 1.175)  0.2007
H (-3.339, -0.269, 0.998)  0.4286
H (-3.309, -0.302, -0.703)  0.4370
H (-3.801, 1.081, 0.073)  0.4112

--- 2 ---
# C6H12N3O

A cluster of 2 separate species, C6H12N3O in total (the ωB97M-V functional and the def2-TZVPD basis, the OMol25 dataset).

Computed properties:
HOMO level, eV: -11.731
Charge: +1
LUMO, eV: -4.04
Molar mass, g mol⁻¹: 142.18

Last column: natural (NBO) charge in e.
Atoms and positions in Å:
C (-1.037, -1.605, -0.257)  -0.1735
C (-1.439, 0.461, 0.932)  -0.2273
C (-1.933, -0.573, 0.235)  0.2963
C (0.370, -1.620, -0.246)  0.1194
C (0.011, 0.729, 0.872)  -0.5718
C (0.898, -0.355, 0.384)  0.3822
N (1.255, -2.527, -0.796)  -0.8201
N (2.190, -0.206, 0.571)  -0.7302
N (0.404, 2.740, -0.890)  -1.0491
O (-3.192, -0.918, 0.192)  -0.6549
H (-1.514, -2.508, -0.565)  0.2344
H (-2.129, 1.175, 1.298)  0.2235
H (0.224, 1.380, -0.018)  0.3720
H (0.321, 1.330, 1.736)  0.2603
H (0.862, -3.436, -1.145)  0.4185
H (2.015, -2.190, -1.351)  0.3988
H (2.974, -0.896, 0.481)  0.4400
H (2.315, 0.417, 1.328)  0.4017
H (0.849, 3.358, -0.269)  0.3918
H (-0.432, 3.240, -1.297)  0.3977
H (0.853, 2.318, -1.624)  0.3846
H (-3.865, -0.313, 0.428)  0.5057

--- 3 ---
# C6H12N3O

A cluster of 2 separate species, C6H12N3O in total (the ωB97M-V functional and the def2-TZVPD basis, the OMol25 dataset).

Computed properties:
HOMO level, eV: -13.806
Charge: +1
LUMO, eV: -3.76
Molar mass, g mol⁻¹: 142.18

Last column: natural (NBO) charge in e.
Atoms and positions in Å:
C (3.891, -0.480, -0.016)  0.2825
C (1.776, -0.004, -0.021)  0.3230
C (-2.790, -0.190, -0.453)  -0.5858
C (-1.317, 1.567, 0.500)  -0.5958
C (-0.534, -0.761, 0.466)  0.3271
C (-1.319, 0.239, -0.297)  -0.3086
N (3.826, 0.777, -0.271)  -0.2207
N (2.489, 1.088, -0.302)  -0.4151
N (-0.429, -1.973, 0.043)  -0.6754
O (2.565, -0.978, 0.085)  -0.4325
H (4.583, -1.259, 0.152)  0.2426
H (-3.244, 0.650, -0.800)  0.2294
H (-3.082, -0.495, 0.451)  0.2069
H (-3.098, -1.004, -1.092)  0.2293
H (-1.979, 1.583, 1.305)  0.2212
H (-0.240, 1.851, 0.768)  0.2028
H (-1.651, 2.303, -0.111)  0.2258
H (-0.665, -0.521, 1.491)  0.2201
H (-0.708, 0.466, -1.226)  0.2344
H (-0.239, -2.213, -0.894)  0.4155
H (-0.042, -2.720, 0.661)  0.4195
H (2.205, 2.072, -0.437)  0.4539

It comes down to 2, which is 202.7 kJ/mol more stable than the next structure.

--- 1 ---
# C4H3O3

The ion C4H3O3 with charge -1 (the ωB97M-V functional and the def2-TZVPD basis, the OMol25 dataset).

Computed properties:
SMILES: O=C=C/C([O-])=C/O
HOMO level, eV: -2.514
Charge: -1
LUMO, eV: 3.84
Molar mass, g mol⁻¹: 99.06

Last column: natural (NBO) charge in e.
Atoms and positions in Å:
O (1.763, -3.633, 2.208)  -0.5510
C (1.079, -2.868, 1.626)  0.6577
C (0.528, -1.867, 0.885)  -0.6634
C (0.670, -0.086, 0.550)  0.4541
O (1.529, 0.487, 1.208)  -0.7311
C (-0.087, 0.583, -0.413)  -0.2472
O (0.201, 1.979, -0.472)  -0.7503
H (0.063, -2.223, 0.074)  0.2167
H (-1.039, 0.460, -0.776)  0.1562
H (0.396, 2.235, 0.426)  0.4584

--- 2 ---
# C4H3O3

The ion C4H3O3 with charge -1 (the ωB97M-V functional and the def2-TZVPD basis, the OMol25 dataset).

Computed properties:
SMILES: O=C([O-])C1=C(O)C1
HOMO level, eV: -4.705
Charge: -1
LUMO, eV: 3.68
Molar mass, g mol⁻¹: 99.06

Last column: natural (NBO) charge in e.
Atoms and positions in Å:
O (2.498, -0.951, -0.226)  -0.7254
C (1.970, 0.149, -0.160)  0.7828
O (2.413, 1.282, 0.129)  -0.7478
C (0.315, 0.132, -0.259)  -0.1552
C (-0.818, -0.474, 0.037)  0.2394
O (-1.854, -1.698, -0.112)  -0.7282
C (-0.880, 1.000, 0.227)  -0.4554
H (-1.359, -2.328, -0.511)  0.4580
H (-0.747, 1.268, 1.290)  0.1657
H (-1.537, 1.620, -0.413)  0.1661

It comes down to 2, which is 13.2 kJ/mol more stable than the next structure.